ORCA calculation (wB97M-V/def2-TZVPD) on a 8-piece molecular cluster, C31H62BrF3O15P overall.

```
! RIJCOSX wB97M-V def2-TZVPD def2/J DEFGRID3
* xyz 1 1
O 1.17728 1.43398 -2.05836
C 0.06253 2.24551 -1.66853
C -1.09555 2.12506 -2.77791
P -2.72735 2.73077 -2.07310
Br -3.88593 0.98710 -1.18555
C 0.52078 3.76890 -1.55668
F 0.32430 4.16373 -0.21673
F -0.21322 4.66388 -2.33979
F 1.85912 3.84540 -1.93993
H 0.83227 0.54418 -2.32014
H -0.28495 1.86628 -0.64282
H -0.88686 2.71709 -3.72403
H -1.19710 1.01592 -3.03626
H -2.52926 3.75887 -1.09812
H -3.54219 3.18776 -3.16676
O 4.10877 -0.78957 -5.26351
C 4.53216 0.23862 -4.78672
O 5.64476 0.80245 -5.28564
C 6.13499 2.09643 -4.90824
C 6.96859 2.01785 -3.64520
C 3.87686 0.85154 -3.58014
H 5.31690 2.81659 -4.82891
H 6.76479 2.43607 -5.73281
H 6.38017 1.66333 -2.79640
H 7.38018 2.99727 -3.39441
H 7.79160 1.31196 -3.77626
H 4.22495 0.33720 -2.68381
H 2.79905 0.72347 -3.67315
H 4.04996 1.92078 -3.47752
O -7.18653 2.50401 0.53562
C -6.75582 3.52607 1.01424
O -5.63588 4.08100 0.51216
C -5.12899 5.37132 0.88748
C -4.29610 5.28122 2.14907
C -7.40134 4.14447 2.22324
H -5.93714 6.10155 0.96800
H -4.49579 5.70396 0.06088
H -4.88689 4.93407 2.99778
H -3.87115 6.25446 2.40080
H -3.48170 4.56348 2.01636
H -7.05414 3.62524 3.11805
H -8.48218 4.02629 2.13392
H -7.21664 5.21129 2.32728
O -5.12894 5.24468 5.34694
C -4.35359 4.50750 5.91724
O -4.53603 4.21008 7.20841
C -3.77572 3.22268 7.92358
C -2.47233 3.80485 8.43600
C -3.12910 3.98710 5.21315
H -3.62935 2.32876 7.31612
H -4.38979 2.91914 8.77336
H -1.83163 4.13994 7.61716
H -1.92462 3.06395 9.02147
H -2.66497 4.67840 9.06348
H -2.35425 4.75532 5.23089
H -3.39661 3.76712 4.17940
H -2.73566 3.06289 5.63108
O 2.24987 -1.00080 -1.12733
C 3.03258 -1.72785 -0.55628
O 2.84527 -2.03184 0.73534
C 3.61695 -3.00878 1.45234
C 4.90656 -2.40882 1.97331
C 4.26826 -2.22873 -1.25343
H 3.78343 -3.89950 0.84309
H 3.00197 -3.32448 2.29768
H 5.54617 -2.06180 1.15942
H 5.46218 -3.14254 2.55955
H 4.69559 -1.54042 2.60188
H 5.03242 -1.44999 -1.22758
H 4.01279 -2.44926 -2.29180
H 4.67135 -3.14896 -0.83407
O -4.53758 0.67794 7.03238
C -4.42650 -0.10406 6.11802
O -4.12813 0.34362 4.88506
C -3.81187 -0.50238 3.77105
C -5.07010 -0.99199 3.08222
C -4.70462 -1.56789 6.31950
H -3.15275 -1.31902 4.07524
H -3.23797 0.11275 3.07450
H -5.68479 -1.59778 3.75052
H -4.81969 -1.59236 2.20527
H -5.68538 -0.14591 2.76720
H -5.78220 -1.73420 6.28106
H -4.32979 -1.85708 7.30239
H -4.20970 -2.21590 5.59924
O 5.31331 -5.63294 0.10456
C 5.44518 -6.41161 -0.81077
O 5.74320 -5.95818 -2.03916
C 6.08386 -6.79758 -3.15242
C 4.84058 -7.31096 -3.85024
C 5.19301 -7.88081 -0.61269
H 6.75639 -7.60152 -2.84425
H 6.65027 -6.17118 -3.84415
H 4.23294 -7.92936 -3.18643
H 5.10866 -7.90527 -4.72558
H 4.21166 -6.47666 -4.16888
H 4.11906 -8.06737 -0.65869
H 5.56658 -8.16421 0.37243
H 5.70479 -8.51834 -1.33020
O -0.37595 -0.60276 -3.02753
C -0.24714 -1.39710 -3.94202
O 0.05349 -0.95700 -5.16402
C 0.39368 -1.80677 -6.27395
C -0.85069 -2.31872 -6.97102
C -0.50795 -2.85967 -3.72990
H 1.06212 -2.61069 -5.95906
H 0.96453 -1.18730 -6.96744
H -1.46280 -2.93044 -6.30489
H -0.58321 -2.91938 -7.84174
H -1.47548 -1.48391 -7.29640
H -1.58324 -3.04010 -3.77535
H -0.13677 -3.13521 -2.74112
H 0.00083 -3.50623 -4.44058
*
```

Properties
HOMO-LUMO gap, eV: 7.182
Electronic energy, eV: -151342.270
LUMO, eV: -4.3
Max |F|, hartree/bohr: 0.06147

Mulliken population analysis, charges in e, atoms 1 to 8: number 1, O, carries -0.277; number 2, C, carries -0.283; number 3, C, carries 0.197; number 4, P, carries 0.211; number 5, Br, carries 0.033; number 6, C, carries 0.708; number 7, F, carries -0.256; number 8, F, carries -0.273